The following is a quantum chemistry calculation of 10 unconnected molecules or ions with the total composition C15H50ClN16O13 in a non-equilibrium geometry, from the OMol25 dataset.

```
95
Properties=species:S:1:pos:R:3
Cl -0.42 0.54 -0.20
O -0.39 1.58 -1.21
O 0.23 1.00 1.01
O -1.75 0.17 0.28
O 0.22 -0.66 -0.69
C 2.94 1.83 4.12
O 3.30 2.15 5.26
N 1.62 1.63 3.87
N 3.80 1.77 3.10
H 1.28 1.43 2.94
H 1.13 1.76 4.73
H 4.75 2.02 3.28
H 3.59 1.34 2.22
C 2.43 2.60 -3.96
O 1.85 1.83 -4.71
N 3.68 3.08 -4.16
N 1.85 3.10 -2.83
H 3.92 3.90 -3.64
H 4.12 2.63 -4.95
H 2.20 3.86 -2.29
H 1.01 2.63 -2.52
C -2.50 -3.60 -2.85
O -3.31 -4.51 -2.75
N -1.48 -3.53 -3.74
N -2.43 -2.50 -2.04
H -1.46 -4.17 -4.52
H -0.85 -2.76 -3.60
H -1.56 -2.04 -1.85
H -3.22 -2.32 -1.44
C -5.89 0.11 -1.51
O -5.63 -0.96 -2.05
N -5.01 0.66 -0.64
N -6.98 0.83 -1.83
H -5.23 1.55 -0.23
H -4.14 0.18 -0.48
H -6.96 1.83 -1.82
H -7.80 0.35 -2.13
C 0.25 -2.56 3.58
O -0.47 -3.31 2.93
N 0.06 -1.23 3.49
N 1.26 -2.99 4.37
H -0.60 -0.81 2.86
H 0.56 -0.61 4.11
H 1.57 -2.42 5.13
H 1.40 -3.98 4.35
C 0.19 -1.04 -5.14
O 0.08 -1.79 -6.13
N -0.60 0.02 -4.96
N 1.11 -1.28 -4.20
H -0.57 0.63 -4.17
H -1.21 0.26 -5.72
H 1.33 -0.64 -3.46
H 1.67 -2.11 -4.27
C 1.21 4.68 1.98
O 1.76 5.77 2.17
N 0.22 4.15 2.69
N 1.78 3.82 1.12
H -0.10 4.63 3.50
H -0.12 3.24 2.44
H 1.37 2.91 0.94
H 2.54 4.14 0.55
C -5.50 -2.74 2.86
C -4.52 -1.90 2.11
C -4.26 -0.56 2.87
O -3.53 -0.81 4.09
C -2.76 0.30 4.49
N -3.29 -2.62 1.85
H -6.53 -2.37 2.77
H -5.41 -2.77 3.95
H -5.69 -3.77 2.54
H -4.91 -1.62 1.13
H -5.20 -0.13 3.23
H -3.70 0.14 2.24
H -3.43 1.10 4.79
H -1.98 0.74 3.84
H -2.04 -0.03 5.25
H -2.81 -2.78 2.74
H -2.61 -2.04 1.36
C 3.66 0.81 -0.90
C 3.93 -0.70 -0.93
C 5.43 -0.81 -1.37
O 5.84 0.06 -2.40
C 5.40 -0.32 -3.68
N 3.86 -1.31 0.40
H 4.22 1.32 -0.11
H 2.59 0.95 -0.76
H 3.82 1.28 -1.87
H 3.28 -1.12 -1.70
H 5.79 -1.84 -1.55
H 6.12 -0.63 -0.54
H 5.68 -1.35 -3.93
H 5.89 0.28 -4.44
H 4.31 -0.24 -3.74
H 2.98 -1.02 0.83
H 3.78 -2.31 0.24
```

Results
Charge ... -1
Total energy ... -79348.5185 eV
2S+1 ... 1
Largest force on an atom ... 3.46 eV Å⁻¹
Gap between HOMO and LUMO ... 8.611 eV
LUMO ... 0.076 Eh


The following is a quantum chemistry calculation of 2 unconnected molecules or ions with the total composition C4H7N2S in a non-equilibrium geometry, from the OMol25 dataset.

```
14
Properties=species:S:1:pos:R:3
C -0.32 0.46 1.76
C 1.36 0.93 0.41
C 0.17 0.52 -0.41
C 0.24 -0.51 -1.54
N -0.85 0.15 0.63
N 0.90 0.86 1.66
S 1.74 3.73 0.06
H -0.73 0.51 2.69
H 0.02 1.47 -0.89
H -0.10 -1.51 -1.26
H 1.26 -0.66 -2.13
H -0.49 -0.16 -2.27
H -1.78 -0.15 0.33
H 1.46 1.06 2.54
```

Results
Charge ... +1
Total energy ... -18064.3417 eV
Relative energy (zero: lowest compared OMol25 entry of this formula, charge and spin) ... 139.5 kcal/mol
2S+1 ... 1
Largest force on an atom ... 3.89 eV Å⁻¹
Gap between HOMO and LUMO (spin up / spin down) ... 7.234 / 7.011 eV
LUMO (spin up / spin down) ... -0.213 / -0.223 Eh


The following is a quantum chemistry calculation of 8 unconnected molecules or ions with the total composition C32H44Cl6O15 in a non-equilibrium geometry, from the OMol25 dataset.

```
97
Properties=species:S:1:pos:R:3
O 6.82 2.90 2.63
C 7.21 2.27 1.61
C 8.62 1.89 1.25
C 9.08 1.24 0.15
O 10.38 0.90 -0.05
C 8.15 0.89 -0.92
O 8.40 0.15 -1.86
C 6.79 1.28 -0.69
C 6.40 1.92 0.43
O 5.14 2.47 0.40
H 9.44 2.16 1.89
H 10.47 0.43 -0.88
H 6.05 1.21 -1.47
H 4.92 2.78 1.29
O 1.19 -3.46 6.26
C 2.39 -3.81 6.29
C 3.29 -3.35 5.21
C 4.57 -3.68 5.04
O 5.34 -3.24 4.01
C 5.24 -4.61 6.02
O 6.42 -4.97 5.98
C 4.31 -5.15 7.04
C 3.02 -4.74 7.21
O 2.30 -5.22 8.20
H 2.91 -2.68 4.45
H 6.22 -3.63 4.05
H 4.68 -5.96 7.66
H 1.41 -4.87 8.18
O 1.40 4.95 -7.85
C 1.81 3.82 -7.52
C 3.10 3.22 -7.94
C 3.60 2.02 -7.49
O 4.91 1.63 -7.69
C 2.86 1.10 -6.60
O 3.30 -0.02 -6.24
C 1.54 1.66 -6.13
C 1.13 2.84 -6.63
O -0.12 3.29 -6.21
H 3.75 3.81 -8.57
H 5.08 0.79 -7.25
H 0.96 1.16 -5.36
H -0.32 4.10 -6.68
Cl -1.67 3.15 0.05
C -1.91 1.64 0.96
Cl -0.85 0.35 0.15
Cl -3.63 1.19 0.95
H -1.55 1.80 1.97
Cl -5.01 1.52 9.71
C -3.77 1.59 8.46
Cl -2.37 2.57 9.07
Cl -4.40 2.34 6.98
H -3.48 0.56 8.28
C 3.95 -6.58 -1.67
C 2.46 -6.38 -1.85
O 1.83 -7.29 -1.02
C 1.13 -6.75 0.08
C -0.27 -6.34 -0.38
H 4.40 -7.43 -2.17
H 4.48 -5.75 -2.12
H 4.21 -6.64 -0.61
H 2.19 -5.32 -1.75
H 2.20 -6.67 -2.87
H 1.03 -7.48 0.88
H 1.68 -5.91 0.53
H -0.77 -5.74 0.38
H -0.93 -7.14 -0.74
H -0.18 -5.59 -1.16
C -9.90 -1.90 7.71
C -9.77 -1.72 6.26
O -8.91 -2.70 5.78
C -8.59 -2.42 4.42
C -7.62 -3.35 3.81
H -8.89 -1.91 8.09
H -10.36 -1.07 8.25
H -10.30 -2.88 7.96
H -10.73 -1.81 5.74
H -9.28 -0.77 6.11
H -9.50 -2.52 3.82
H -8.27 -1.38 4.31
H -7.48 -3.22 2.74
H -7.77 -4.40 4.07
H -6.62 -3.06 4.13
C -3.80 8.26 -4.75
C -3.81 8.79 -6.13
O -3.56 7.60 -7.03
C -4.07 7.89 -8.34
C -4.09 6.58 -9.10
H -3.69 9.13 -4.09
H -4.57 7.53 -4.53
H -2.84 7.74 -4.72
H -4.70 9.37 -6.39
H -2.91 9.35 -6.41
H -5.08 8.30 -8.34
H -3.43 8.59 -8.86
H -3.14 6.05 -9.11
H -4.42 6.85 -10.10
H -4.82 5.91 -8.64
```

Results
Charge ... 0
Total energy ... -139737.4732 eV
Relative energy (zero: lowest compared OMol25 entry of this formula, charge and spin) ... 0.0 kcal/mol
2S+1 ... 1
Largest force on an atom ... 4.15 eV Å⁻¹
Gap between HOMO and LUMO ... 7.400 eV
LUMO ... -0.075 Eh


The following is a quantum chemistry calculation of C5H14N2S in the gas phase in a non-equilibrium geometry, from the OMol25 dataset.

```
22
Properties=species:S:1:pos:R:3
C 1.73 -1.88 1.78
C 0.95 -1.52 0.50
N 0.16 -0.32 0.68
C -0.46 0.26 -0.50
C -1.97 0.21 -0.23
N -2.71 0.92 -1.32
C 0.16 1.68 -0.82
S 1.75 1.28 -1.62
H 1.46 -1.15 2.57
H 2.81 -1.94 1.68
H 1.41 -2.82 2.20
H 0.32 -2.41 0.34
H 1.54 -1.57 -0.41
H 0.66 0.33 1.28
H -0.23 -0.40 -1.37
H -2.27 -0.85 -0.26
H -2.18 0.56 0.78
H -2.07 1.40 -1.92
H -3.40 1.54 -0.95
H -0.35 2.26 -1.57
H 0.18 2.16 0.17
H 2.49 2.23 -1.03
```

Results
Charge ... 0
Total energy ... -19226.4812 eV
Relative energy (zero: lowest compared OMol25 entry of this formula, charge and spin) ... 18.8 kcal/mol
2S+1 ... 1
Largest force on an atom ... 1.83 eV Å⁻¹
Gap between HOMO and LUMO ... 9.335 eV
LUMO ... 0.030 Eh